[1]
{"formula": "C43H49Br6F5N4O7S2SiSn", "method": "ωB97M-V/def2-TZVPD", "symbols": ["Sn", "Br", "C", "Br", "H", "H", "Br", "C", "C", "Br", "C", "Br", "C", "O", "C", "O", "C", "Br", "F", "C", "C", "F", "C", "F", "C", "S", "C", "F", "C", "F", "N", "C", "N", "C", "C", "C", "C", "C", "C", "H", "H", "H", "H", "H", "H", "C", "C", "C", "N", "C", "S", "N", "C", "O", "C", "C", "C", "C", "C", "C", "H", "H", "H", "H", "H", "H", "H", "H", "H", "H", "H", "H", "H", "H", "C", "C", "C", "C", "O", "Si", "O", "O", "C", "C", "C", "C", "O", "C", "C", "C", "C", "H", "H", "H", "H", "H", "H", "H", "H", "H", "H", "H", "H", "H", "H", "H", "H", "H", "H", "H", "H", "H", "H", "H", "H", "H", "H", "H"], "xyz": [[-1.174, -1.077, -0.501], [6.368, -1.998, 0.313], [6.054, -1.643, -1.571], [7.641, -1.208, -2.658], [5.441, -0.729, -1.543], [5.465, -2.456, -1.945], [1.839, -7.332, 0.077], [0.898, -5.750, 0.607], [-0.379, -5.920, 1.243], [-0.794, -7.437, 2.201], [-1.372, -5.022, 0.937], [-3.150, -5.245, 1.391], [-1.028, -3.828, 0.366], [-1.896, -2.879, 0.223], [0.366, -3.502, 0.008], [0.508, -2.323, -0.654], [1.373, -4.547, 0.202], [3.258, -4.159, -0.060], [-2.748, 7.293, -2.381], [-1.524, 6.844, -1.988], [-1.398, 5.536, -1.508], [-2.513, 4.823, -1.386], [-0.044, 5.105, -1.308], [0.191, 3.783, -1.103], [1.104, 5.951, -1.546], [2.709, 5.403, -1.376], [0.810, 7.273, -1.933], [1.799, 8.196, -2.002], [-0.450, 7.704, -2.142], [-0.821, 9.022, -2.226], [-5.630, -0.943, 0.423], [-4.446, -1.568, 0.296], [-3.497, -0.758, -0.218], [-4.068, 0.533, -0.330], [-3.623, 1.811, -0.695], [-4.534, 2.851, -0.651], [-5.882, 2.748, -0.311], [-6.369, 1.447, 0.048], [-5.428, 0.393, 0.107], [-6.455, -1.446, 0.769], [-4.233, -2.632, 0.425], [-2.634, 2.061, -0.932], [-4.157, 3.856, -0.953], [-6.443, 3.651, -0.325], [-7.429, 1.330, 0.335], [1.994, 3.197, -4.552], [0.965, 2.145, -4.051], [0.482, 1.112, -5.114], [-0.379, -0.003, -4.674], [-0.344, -0.929, -3.653], [-1.920, -1.251, -2.990], [0.828, -1.531, -3.254], [2.067, -1.401, -3.993], [2.781, -0.402, -3.788], [2.452, -2.483, -4.804], [1.538, -3.473, -5.233], [2.003, -4.509, -6.099], [3.309, -4.597, -6.468], [4.158, -3.543, -6.208], [3.759, -2.499, -5.377], [1.504, 4.139, -4.792], [2.401, 2.777, -5.528], [2.744, 3.486, -3.772], [0.066, 2.700, -3.533], [1.415, 1.563, -3.249], [1.386, 0.687, -5.583], [-0.190, 1.643, -5.891], [-1.354, 0.230, -4.936], [0.741, -2.084, -2.395], [0.497, -3.444, -4.999], [1.265, -5.174, -6.553], [3.662, -5.561, -6.989], [5.241, -3.469, -6.428], [4.402, -1.547, -5.181], [2.787, 0.472, 4.178], [2.572, -0.654, 3.155], [2.844, -0.136, 1.734], [3.369, -1.904, 3.505], [1.171, -1.034, 3.291], [-0.235, -0.275, 2.817], [-0.453, -0.348, 1.198], [-1.455, -1.180, 3.444], [-1.534, -1.976, 4.684], [-2.918, -2.555, 4.696], [-0.460, -3.083, 4.717], [-1.443, -1.030, 5.874], [-0.150, 1.310, 3.389], [-0.988, 2.496, 3.316], [-1.295, 2.657, 1.840], [-2.326, 2.443, 4.175], [-0.100, 3.625, 3.901], [3.732, 0.951, 4.066], [2.734, 0.107, 5.173], [2.057, 1.227, 4.149], [3.891, 0.124, 1.605], [2.267, 0.810, 1.532], [2.589, -0.821, 0.886], [4.448, -1.722, 3.475], [3.232, -2.673, 2.741], [2.981, -2.390, 4.434], [-3.347, -2.724, 3.642], [-3.751, -2.039, 5.254], [-2.906, -3.636, 4.976], [-0.247, -3.477, 3.694], [-0.810, -3.859, 5.419], [0.394, -2.602, 5.107], [-1.633, 0.007, 5.633], [-0.459, -0.933, 6.329], [-2.167, -1.392, 6.580], [-1.805, 1.781, 1.353], [-0.292, 2.825, 1.406], [-1.894, 3.567, 1.727], [-3.142, 1.944, 3.704], [-2.723, 3.442, 4.295], [-2.037, 1.922, 5.068], [1.004, 3.478, 3.711], [-0.259, 3.625, 4.973], [-0.421, 4.635, 3.519]], "atomic_forces_ev_per_a": [[0.839, 2.716, 0.147], [0.303, -0.099, -0.381], [-0.261, 1.470, 0.594], [-0.731, -0.493, 0.547], [0.364, -0.445, -0.299], [0.213, -0.429, -0.472], [0.217, 0.130, 0.505], [-0.875, -2.123, 1.862], [1.612, -0.267, -2.025], [-0.054, -1.124, 0.419], [0.697, 0.281, 0.636], [-0.891, -0.169, 0.382], [1.841, 1.604, -0.482], [-0.760, -0.264, -0.169], [0.243, -0.613, -0.984], [1.488, -3.146, 1.425], [-1.426, 3.510, -1.089], [-1.139, -0.204, -0.180], [-0.012, -0.021, 0.441], [-0.691, -0.870, -0.002], [2.635, 1.603, -0.725], [0.328, -0.590, 0.051], [-0.481, 0.134, -0.842], [-0.413, 0.747, 0.270], [-1.148, -0.744, 0.106], [0.354, -0.170, 0.094], [1.182, 0.162, 0.517], [-0.236, -0.299, -0.082], [-1.938, 0.715, 0.606], [0.798, -0.409, -0.573], [-0.303, -0.676, 0.702], [2.239, 1.053, -1.887], [-2.235, -0.153, 1.199], [-1.569, -1.306, 1.010], [-1.215, -0.559, 0.521], [0.376, 1.463, -0.604], [0.586, -2.946, 0.378], [0.289, 1.380, 0.194], [-0.769, 1.352, -0.985], [0.552, 0.940, -0.293], [-0.255, 0.439, 0.229], [1.362, -0.140, -0.453], [-0.518, -1.133, 0.464], [-0.815, 0.244, 0.061], [0.697, -0.152, -0.140], [-0.139, -0.734, -0.699], [-1.562, 0.721, 1.371], [0.047, 0.997, -0.607], [-0.926, 0.626, -0.356], [-1.247, 0.028, -0.387], [1.189, -0.825, -2.759], [-1.528, 1.129, -1.322], [0.552, 3.986, 3.388], [-1.420, -2.290, -0.829], [0.778, -2.467, -2.800], [1.690, -0.475, -1.004], [-2.057, 0.976, 0.843], [1.226, -1.962, -1.345], [1.866, 1.344, 1.497], [-0.353, 1.667, 0.400], [-0.162, 0.022, -0.182], [0.215, 0.715, 1.239], [-0.457, -0.664, -0.831], [1.475, -1.173, -1.096], [0.031, 0.010, 0.068], [-0.368, 0.420, -0.173], [1.410, -0.823, 0.937], [1.011, -0.687, 0.806], [0.436, -0.219, 0.368], [-0.443, 0.156, 0.415], [0.265, -0.111, 0.552], [-0.479, 1.846, 0.568], [-0.863, -0.655, -0.482], [-1.010, -2.125, -0.265], [0.661, -0.820, -0.435], [-1.313, 0.496, -0.022], [-0.642, 0.535, -0.887], [-0.346, -0.713, -0.252], [0.069, 0.330, 0.024], [0.363, 0.021, -2.034], [0.681, 0.760, 3.654], [0.053, -0.658, 1.316], [0.075, 1.381, -1.350], [-2.694, -2.166, -1.872], [-1.240, -0.023, -0.527], [0.785, 0.199, 0.319], [-0.724, -0.804, 0.855], [-0.336, -0.769, -0.288], [0.362, 0.545, -0.213], [1.766, -0.140, -1.059], [0.142, 0.441, -0.709], [0.999, 0.277, -0.216], [0.046, -0.751, 1.061], [-1.132, 0.868, -0.601], [0.320, 0.026, 0.180], [0.415, -0.885, 0.332], [-0.035, 0.173, 1.017], [-0.071, 0.163, 0.569], [-0.268, 0.115, -0.220], [0.630, 0.721, -0.384], [0.872, 0.771, 1.121], [1.169, -0.235, -0.360], [0.029, 0.822, 0.565], [-0.289, 0.161, 0.850], [0.346, 0.116, -0.410], [1.335, 0.094, 0.232], [-0.682, 0.003, -0.429], [0.246, -0.572, 0.093], [-0.091, 0.181, 0.846], [0.638, 0.841, 0.746], [-0.664, -0.150, -0.495], [-0.030, -0.063, -0.323], [-0.305, -0.959, -0.628], [0.365, 0.444, 0.555], [-0.322, 0.183, 0.826], [-1.320, 0.077, -0.084], [0.160, 0.075, 0.365], [0.325, -0.946, 0.257]], "lowdin_charge": [0.973, 0.537, -1.038, 0.508, 0.004, -0.027, 0.646, -0.760, -0.812, 0.704, -0.702, 0.799, -0.412, -0.259, -0.271, -0.316, -0.618, 0.676, 0.056, -0.164, -0.141, 0.078, -0.210, 0.019, -0.681, 0.458, -0.281, 0.035, -0.163, 0.058, 0.103, -0.113, -0.020, -0.185, -0.016, -0.101, -0.086, -0.022, -0.194, 0.167, 0.097, 0.084, 0.097, 0.080, 0.096, -0.115, -0.246, -0.214, -0.042, -0.764, 0.546, 0.110, -0.352, 0.094, -0.152, 0.036, -0.087, -0.121, -0.101, -0.006, 0.052, 0.075, 0.048, 0.130, 0.081, 0.092, 0.138, 0.087, 0.088, 0.107, 0.105, 0.131, 0.110, 0.152, -0.026, -0.586, -0.027, -0.032, -0.125, 0.109, -0.419, -0.114, -0.588, -0.065, -0.012, -0.024, -0.144, -0.586, -0.043, -0.016, -0.034, 0.075, 0.070, 0.042, 0.062, 0.105, 0.088, 0.077, 0.051, 0.092, 0.088, 0.089, 0.078, 0.108, 0.086, 0.042, 0.058, 0.084, 0.065, 0.077, 0.099, 0.086, 0.065, 0.073, 0.051, 0.098, 0.061, 0.095], "orbital_gap_ha": 0.1386, "de_lowest_kj_mol": 122.87, "largest_force_ev_per_a": 5.3, "total_charge": -2, "e_tot_ev": -534905.3877}

---

[2]
{"formula": "C2H8N4O", "method": "ωB97M-V/def2-TZVPD", "symbols": ["C", "N", "N", "C", "N", "N", "O", "H", "H", "H", "H", "H", "H", "H", "H"], "xyz": [[-1.191, -1.182, -0.081], [1.074, 0.986, 0.562], [-0.265, 0.979, 0.939], [-1.033, 0.320, -0.266], [0.576, 0.522, -1.150], [1.726, -0.025, 1.137], [-1.954, 0.992, -0.721], [-0.574, 1.947, 0.917], [2.705, -0.061, 0.899], [0.505, 1.365, -1.712], [0.932, -0.274, -1.680], [1.245, -0.910, 1.272], [-1.638, -1.594, -0.985], [-0.253, -1.709, 0.101], [-1.854, -1.357, 0.767]], "atomic_forces_ev_per_a": [[0.240, 0.027, -0.213], [-0.108, -0.412, -1.066], [-0.435, -0.378, -0.384], [-0.159, 0.625, 0.846], [-0.494, 0.002, 0.951], [0.126, -0.080, -0.055], [0.434, -0.237, -0.037], [0.025, -0.037, -0.126], [-0.122, -0.003, -0.045], [0.150, -0.079, 0.011], [0.408, 0.247, 0.110], [-0.013, 0.183, -0.011], [-0.042, 0.035, 0.041], [0.016, 0.038, 0.030], [-0.028, 0.070, -0.051]], "nbo_charge": [-0.689, 0.117, -0.553, 0.666, -0.771, -0.584, -0.697, 0.374, 0.378, 0.383, 0.367, 0.361, 0.230, 0.181, 0.237], "orbital_gap_ha": 0.3468, "de_lowest_kj_mol": 498.73, "largest_force_ev_per_a": 1.1, "e_tot_ev": -10207.4438}

---

[3]
{"formula": "C3H5N2", "method": "ωB97M-V/def2-TZVPD", "symbols": ["C", "C", "N", "C", "N", "H", "H", "H", "H", "H"], "xyz": [[1.073, -0.536, 0.100], [0.449, 0.374, 1.023], [-0.729, 0.718, 0.506], [-0.913, 0.078, -0.682], [0.194, -0.678, -0.904], [2.019, -1.035, -0.053], [0.759, 0.731, 2.001], [-1.227, 1.571, 0.780], [-1.884, -0.218, -1.068], [0.386, -1.118, -1.815]], "atomic_forces_ev_per_a": [[-0.411, -0.337, -1.518], [0.139, 0.194, 0.775], [0.609, 0.608, -0.756], [-0.206, -1.498, 0.970], [-0.029, 0.809, -0.344], [0.469, 0.089, 0.920], [0.318, 0.032, -0.105], [-0.597, -0.424, 0.404], [-0.152, 0.889, -0.739], [-0.142, -0.361, 0.394]], "nbo_charge": [0.224, 0.229, -0.458, 0.449, -0.457, 0.326, 0.326, 0.521, 0.321, 0.519], "orbital_gap_ha": [0.4175, 0.3607], "de_lowest_kj_mol": 33.98, "largest_force_ev_per_a": 1.8, "total_charge": 2, "e_tot_ev": -6150.4381, "spin_multiplicity": 2}

---

Repeat the third record exactly.
{"formula": "C3H5N2", "method": "ωB97M-V/def2-TZVPD", "symbols": ["C", "C", "N", "C", "N", "H", "H", "H", "H", "H"], "xyz": [[1.073, -0.536, 0.100], [0.449, 0.374, 1.023], [-0.729, 0.718, 0.506], [-0.913, 0.078, -0.682], [0.194, -0.678, -0.904], [2.019, -1.035, -0.053], [0.759, 0.731, 2.001], [-1.227, 1.571, 0.780], [-1.884, -0.218, -1.068], [0.386, -1.118, -1.815]], "atomic_forces_ev_per_a": [[-0.411, -0.337, -1.518], [0.139, 0.194, 0.775], [0.609, 0.608, -0.756], [-0.206, -1.498, 0.970], [-0.029, 0.809, -0.344], [0.469, 0.089, 0.920], [0.318, 0.032, -0.105], [-0.597, -0.424, 0.404], [-0.152, 0.889, -0.739], [-0.142, -0.361, 0.394]], "nbo_charge": [0.224, 0.229, -0.458, 0.449, -0.457, 0.326, 0.326, 0.521, 0.321, 0.519], "orbital_gap_ha": [0.4175, 0.3607], "de_lowest_kj_mol": 33.98, "largest_force_ev_per_a": 1.8, "total_charge": 2, "e_tot_ev": -6150.4381, "spin_multiplicity": 2}

---

Number 3 is which compound?
C3H5N2